36
Properties=species:S:1:pos:R:3 method="wB97M-V/def2-TZVPD" e_tot_ha=-3309.3479 max_force_ev_per_a=0.52 homo_ev="-3.6951 / -4.5760" e_lumo_ev="2.936 / 2.002" total_charge=-1 multiplicity=2 orbital_gap_ev="6.6 / 6.6"
C -1.468 1.051 -0.113
C 1.492 0.831 1.362
H 4.304 1.522 -1.293
C 3.906 1.258 0.852
C 0.471 -0.087 2.036
H -4.605 -0.273 -0.664
C 1.076 1.206 -0.110
H 3.856 2.068 1.580
H -1.076 1.710 1.631
O -1.314 2.118 0.761
F -4.485 -3.119 0.304
H -3.445 1.494 0.064
C -4.176 -2.788 -0.972
C -0.208 0.538 -0.589
S -0.868 -3.371 -0.908
O 2.722 -0.447 -0.163
H 1.574 1.730 1.972
H 0.931 2.282 -0.193
O -1.252 -0.888 -1.881
N 0.002 -0.489 -1.369
H 3.121 -0.575 1.867
H 4.912 0.841 0.871
C -1.791 -2.008 -1.301
H 3.205 2.744 -0.648
C -3.533 -0.408 -0.763
O -0.455 0.483 2.646
O 0.628 -1.332 1.878
H 2.162 0.514 -1.918
C -2.811 0.714 -0.347
C 2.860 0.180 1.133
F -5.353 -2.379 -1.520
Cu 0.781 -1.913 -0.078
F -3.853 -3.928 -1.593
C -3.136 -1.725 -1.083
C 3.498 1.695 -0.580
C 2.328 0.750 -0.873

=====

14
Properties=species:S:1:pos:R:3 method="wB97M-V/def2-TZVPD" e_tot_ha=-412.0129 max_force_ev_per_a=4.60 homo_ev="-7.6020 / -7.6033" e_lumo_ev="0.160 / 0.161" total_charge=0 multiplicity=1 orbital_gap_ev="7.8 / 7.8"
N 0.869 -0.026 0.281
N -1.446 0.080 0.490
O 0.612 -1.092 -0.470
C -1.479 -0.986 -0.111
N -2.193 -1.891 -0.745
H -3.006 -2.388 -0.338
H 1.336 1.891 -0.263
C 1.767 0.948 -0.447
H 0.627 2.105 1.817
N -0.144 1.569 1.698
H 2.858 0.887 -0.015
C -0.250 0.629 0.873
H -1.516 -2.457 -1.272
H 1.966 0.732 -1.498

=====

16
Properties=species:S:1:pos:R:3 method="wB97M-V/def2-TZVPD" e_tot_ha=-325.8449 max_force_ev_per_a=0.39 homo_ev=-9.0801 e_lumo_ev=0.835 total_charge=0 multiplicity=1 smiles="C=CNC(=O)C=C.[H][H]" orbital_gap_ev=9.9
H -1.669 -1.178 0.951
H -0.462 0.620 -2.129
H -3.108 0.735 0.093
H 3.262 -0.141 -0.772
C 1.520 -0.399 0.393
H 2.239 -1.658 -1.123
H 1.653 0.513 0.969
C 0.308 -1.242 0.628
H -0.227 1.432 0.930
H 0.278 0.540 -2.150
C -2.237 1.337 0.334
C 2.393 -0.751 -0.545
O 0.319 -2.456 0.535
C -1.085 0.801 0.726
H -2.322 2.413 0.233
N -0.861 -0.567 0.927

=====

Looking at energy relative to the best compared isomer or geometry (same formula, charge and spin) for the records above, in order, we have 87.9, 123.0, 58.1 kcal/mol.